[1]
The following is a quantum chemistry calculation of the ion C12H16N2O with charge +2 at a distorted geometry, from OMol25.

Cartesian coordinates (Å):
C  4.055  0.524  0.603
C  3.293  0.112  1.639
C  3.435  0.881  -0.613
C  1.900  -0.013  1.544
C  1.990  0.857  -0.770
C  1.275  0.413  0.331
C  -2.109  -1.432  0.628
C  -0.880  0.335  1.490
C  -1.415  -1.914  -0.395
C  -1.009  -2.871  -1.241
C  -0.872  0.577  -0.800
C  -2.200  1.550  -0.563
N  -1.976  -0.435  1.540
N  -0.146  0.293  0.388
O  -2.172  2.054  0.713
H  5.060  0.638  1.018
H  3.676  -0.320  2.499
H  4.024  1.273  -1.417
H  1.327  -0.514  2.285
H  1.498  1.255  -1.671
H  -2.998  -2.135  0.779
H  -0.574  0.801  2.410
H  -1.793  -3.198  -1.937
H  -0.605  -3.848  -0.663
H  -0.221  -2.517  -1.919
H  -0.069  0.962  -1.534
H  -1.189  -0.325  -1.429
H  -2.159  2.340  -1.300
H  -3.244  0.959  -0.737
H  -2.764  -0.114  2.103
H  -1.675  2.825  0.777

- Frontier orbital gap: 5.8 eV
- E_LUMO: -9.96 eV
- HOMO energy: -15.778 eV
- Total charge: +2
- Energy above the lowest of the compared OMol25 structures with the same formula, charge and spin: 82.7 kcal per mole
- Spin multiplicity: 1


[2]
The following is a quantum chemistry calculation of a cluster of 2 separate species, H5NS2 in total at a distorted geometry, from OMol25.

Cartesian coordinates (Å):
N  0.380  -0.308  -1.779
H  -0.461  -0.846  -1.606
H  1.180  -1.116  -2.028
H  0.174  0.318  -2.644
S  0.619  0.116  2.424
S  -1.094  0.828  1.490
H  0.160  -1.215  2.475
H  -0.957  2.223  1.669

- Frontier orbital gap: 8.7 eV
- E_LUMO: 0.42 eV
- HOMO energy: -8.287 eV
- Total charge: 0
- Energy above the lowest of the compared OMol25 structures with the same formula, charge and spin: 22.2 kcal per mole
- Spin multiplicity: 1


[3]
The following is a quantum chemistry calculation of the ion C6H13N4O2 with charge +1 at a distorted geometry, from OMol25.

Cartesian coordinates (Å):
C  -1.020  -2.219  0.214
C  -1.184  0.189  0.320
C  1.235  -0.376  -0.168
C  1.574  -1.174  1.054
C  2.355  0.350  -0.885
C  -3.054  0.826  -1.188
N  -1.257  -1.194  0.954
N  0.628  -1.267  -1.224
N  -0.377  -1.903  -1.087
N  0.181  0.595  0.047
O  -1.091  -3.412  0.413
O  -1.822  0.140  -0.973
H  -1.792  0.964  0.874
H  1.179  -0.814  2.057
H  2.604  -1.261  1.223
H  1.247  -2.255  1.065
H  1.879  0.561  -1.886
H  3.163  -0.280  -0.835
H  2.702  1.214  -0.353
H  -3.246  1.665  -0.490
H  -3.888  0.116  -0.970
H  -2.956  1.232  -2.132
H  -1.753  -1.507  1.784
H  0.758  -0.966  -2.259
H  0.117  1.379  -0.527

- Frontier orbital gap: 8.6 eV
- E_LUMO: -5.34 eV
- HOMO energy: -13.970 eV
- Total charge: +1
- Energy above the lowest of the compared OMol25 structures with the same formula, charge and spin: 110.2 kcal per mole
- Spin multiplicity: 1


[4]
The following is a quantum chemistry calculation of a cluster of 2 separate species, CH5NOS in total at a distorted geometry, from OMol25.

Cartesian coordinates (Å):
S  0.084  0.368  -3.124
H  -0.631  -0.259  -2.183
H  1.342  0.006  -2.918
C  -0.037  -0.021  1.929
N  0.862  -0.832  2.570
O  -1.131  0.293  2.324
H  0.299  0.295  0.927
H  1.121  -1.706  2.132
H  0.552  -1.059  3.511

- Frontier orbital gap: 10.5 eV
- E_LUMO: 0.64 eV
- HOMO energy: -9.906 eV
- Total charge: 0
- Energy above the lowest of the compared OMol25 structures with the same formula, charge and spin: 13.3 kcal per mole
- Spin multiplicity: 1


[5]
The following is a quantum chemistry calculation of an isolated molecule of C4H8N2, from OMol25.

Cartesian coordinates (Å):
C  -0.969  -0.134  1.674
N  -1.994  -0.496  0.708
C  -0.618  -1.027  0.537
C  0.253  -0.618  -0.587
C  1.566  1.106  -1.632
N  1.045  0.459  -0.592
H  -1.090  -0.549  2.676
H  -0.592  0.888  1.671
H  -2.134  0.264  0.043
H  -0.610  -2.095  0.759
H  0.181  -1.130  -1.542
H  1.229  0.760  -2.600
H  2.443  1.736  -1.517
H  1.253  0.838  0.328

- Frontier orbital gap: 7.8 eV
- E_LUMO: 1.00 eV
- HOMO energy: -6.790 eV
- Total charge: 0
- Energy above the lowest of the compared OMol25 structures with the same formula, charge and spin: 79.0 kcal per mole
- Spin multiplicity: 1


[6]
The following is a quantum chemistry calculation of an isolated molecule of C5H10NO at a distorted geometry, from OMol25.

Cartesian coordinates (Å):
C  -1.686  -1.024  1.686
O  -1.778  -2.291  2.099
C  -0.286  -0.859  0.961
C  -0.306  0.206  -0.131
C  0.631  -0.117  -1.308
C  1.796  1.905  -1.428
N  1.090  1.072  -2.051
H  -2.474  -0.694  0.993
H  -1.649  -0.297  2.509
H  -0.150  -1.854  0.532
H  0.493  -0.650  1.692
H  -0.119  1.194  0.285
H  -1.334  0.256  -0.503
H  0.059  -0.653  -2.063
H  1.457  -0.721  -0.930
H  2.307  2.675  -1.998
H  1.947  1.853  -0.344

- Frontier orbital gap (alpha / beta): 10.6 / 8.2 eV
- E_LUMO (alpha / beta): 0.96 / -1.49 eV
- HOMO energy (alpha / beta): -9.651 / -9.702 eV
- Expectation value of S²: 0.754
- Total charge: 0
- Energy above the lowest of the compared OMol25 structures with the same formula, charge and spin: 23.8 kcal per mole
- Spin multiplicity: 2


[7]
The following is a quantum chemistry calculation of a cluster of 3 separate species, C6H12 in total, from OMol25.

Cartesian coordinates (Å):
C  -1.264  -1.051  0.441
C  -0.420  0.093  -0.116
C  -1.288  1.188  -0.720
C  0.744  0.545  0.785
C  1.650  -0.348  0.155
C  0.750  -0.484  -1.063
H  -1.861  -1.517  -0.352
H  -0.636  -1.823  0.896
H  -1.955  -0.682  1.208
H  -1.895  0.802  -1.548
H  -0.675  2.010  -1.106
H  -1.973  1.597  0.033
H  0.925  1.615  0.836
H  1.786  0.482  1.882
H  2.020  -1.252  0.626
H  2.605  0.342  1.170
H  0.593  -1.477  -1.501
H  0.953  0.243  -1.856

- Frontier orbital gap: 9.9 eV
- E_LUMO: 0.71 eV
- HOMO energy: -9.176 eV
- Total charge: 0
- Energy above the lowest of the compared OMol25 structures with the same formula, charge and spin: 146.9 kcal per mole
- Spin multiplicity: 1


[8]
The following is a quantum chemistry calculation of a structure of composition C2H10N4O at a distorted geometry, from OMol25.

Cartesian coordinates (Å):
C  1.432  -1.279  0.558
C  0.485  -0.390  -0.204
N  -0.091  2.162  0.274
O  0.552  1.046  0.908
N  0.495  -0.139  -1.454
H  -0.043  2.065  -0.747
H  0.537  2.948  0.435
H  1.386  -0.349  -1.889
H  1.222  -2.328  0.334
H  2.454  -1.053  0.261
H  1.351  -1.127  1.633
N  -1.140  -0.623  0.373
N  -2.153  0.084  -0.350
H  -2.280  -0.348  -1.270
H  -1.423  -1.589  0.538
H  -0.950  -0.089  1.244
H  -1.832  1.010  -0.645

- Frontier orbital gap: 8.6 eV
- E_LUMO: 0.74 eV
- HOMO energy: -7.889 eV
- Total charge: 0
- Energy above the lowest of the compared OMol25 structures with the same formula, charge and spin: 131.4 kcal per mole
- Spin multiplicity: 1


[9]
The following is a quantum chemistry calculation of a cluster of 14 separate species, C51H92O42 in total at a distorted geometry, from OMol25.

Cartesian coordinates (Å):
C  -0.646  7.042  4.905
C  0.577  7.941  5.216
O  0.397  8.249  6.575
C  -0.334  7.363  7.192
O  -0.424  7.205  8.406
O  -0.972  6.600  6.203
H  -0.460  6.171  4.278
H  -1.438  7.662  4.485
H  0.474  8.814  4.571
H  1.521  7.415  5.076
C  7.508  -1.555  -6.784
C  7.700  -2.580  -5.753
O  6.644  -2.412  -4.889
C  6.406  -1.060  -4.880
O  5.641  -0.436  -4.178
O  6.967  -0.551  -5.983
H  6.710  -1.685  -7.515
H  8.406  -1.385  -7.377
H  8.591  -2.414  -5.148
H  7.834  -3.602  -6.107
C  -5.128  -4.201  -2.238
C  -6.205  -3.627  -3.094
O  -5.746  -2.370  -3.288
C  -4.965  -1.959  -2.258
O  -4.481  -0.837  -2.131
O  -4.614  -3.035  -1.527
H  -4.290  -4.584  -2.819
H  -5.558  -5.037  -1.685
H  -7.199  -3.551  -2.653
H  -6.183  -4.149  -4.050
C  -6.832  4.962  -0.764
C  -7.893  4.935  0.291
O  -8.731  3.824  -0.030
C  -8.454  3.434  -1.292
O  -9.019  2.498  -1.930
O  -7.481  4.168  -1.768
H  -5.979  4.442  -0.327
H  -6.448  5.915  -1.128
H  -8.402  5.898  0.256
H  -7.505  4.907  1.309
C  -1.523  -6.746  2.307
C  -1.171  -5.401  3.006
O  0.189  -5.444  3.271
C  0.534  -6.712  3.193
O  1.700  -7.087  3.298
O  -0.443  -7.533  2.922
H  -1.582  -6.761  1.219
H  -2.469  -7.100  2.719
H  -1.674  -5.224  3.957
H  -1.528  -4.651  2.301
C  -11.548  1.792  4.064
C  -11.335  1.914  5.556
O  -10.507  2.960  5.852
C  -9.171  2.910  5.800
O  -8.383  1.974  5.504
O  -8.723  4.075  6.285
C  -7.240  4.331  6.036
H  -12.042  2.654  3.614
H  -11.928  0.794  3.847
H  -10.631  1.850  3.478
H  -10.890  0.981  5.899
H  -12.258  2.047  6.120
H  -7.078  4.569  4.985
H  -6.657  3.450  6.305
H  -7.015  5.167  6.698
C  -1.384  -3.115  -7.854
C  -0.814  -2.109  -8.898
O  -1.297  -2.487  -10.153
C  -1.583  -1.519  -11.018
O  -1.606  -0.294  -10.847
O  -1.742  -2.181  -12.207
C  -2.065  -1.412  -13.400
H  -1.254  -4.166  -8.112
H  -2.455  -2.912  -7.844
H  -0.992  -3.064  -6.839
H  0.273  -2.137  -8.976
H  -1.025  -1.093  -8.566
H  -3.003  -0.958  -13.080
H  -2.366  -2.038  -14.241
H  -1.385  -0.598  -13.650
C  -3.938  -1.743  8.251
C  -4.439  -0.816  9.432
O  -3.510  -0.821  10.479
C  -2.469  0.033  10.489
O  -2.175  0.842  9.596
O  -1.846  -0.044  11.678
C  -2.332  -0.737  12.860
H  -4.732  -1.770  7.505
H  -3.944  -2.772  8.611
H  -3.029  -1.437  7.734
H  -5.410  -1.120  9.824
H  -4.470  0.226  9.116
H  -3.351  -0.451  13.117
H  -1.645  -0.434  13.651
H  -2.290  -1.820  12.749
C  2.455  -8.569  -1.845
C  1.095  -8.562  -2.619
O  0.453  -9.808  -2.185
C  -0.818  -10.074  -2.410
O  -1.660  -9.279  -2.921
O  -1.097  -11.318  -1.914
C  -2.417  -11.814  -1.934
H  2.463  -8.508  -0.757
H  3.186  -7.828  -2.169
H  2.968  -9.497  -2.096
H  1.176  -8.608  -3.705
H  0.434  -7.759  -2.294
H  -2.568  -12.664  -2.600
H  -3.150  -11.037  -2.151
H  -2.580  -12.221  -0.936
C  -1.674  2.330  -6.207
C  -0.366  2.884  -5.594
O  0.717  2.293  -6.301
C  1.272  2.819  -7.424
O  0.762  3.782  -8.090
O  2.378  2.161  -7.795
C  2.997  2.191  -9.058
H  -1.848  2.732  -7.205
H  -2.569  2.410  -5.589
H  -1.508  1.253  -6.239
H  -0.320  2.488  -4.579
H  -0.274  3.968  -5.653
H  3.336  3.153  -9.443
H  2.365  1.729  -9.816
H  3.892  1.573  -8.981
C  6.817  -0.792  2.111
C  7.420  -1.880  1.195
O  8.885  -1.871  1.328
C  9.558  -0.914  0.594
O  9.018  0.000  0.003
O  10.897  -1.136  0.590
C  11.847  -0.288  -0.036
H  5.806  -0.678  1.720
H  7.390  0.135  2.093
H  6.747  -1.072  3.162
H  7.229  -1.768  0.128
H  6.955  -2.859  1.308
H  12.719  -0.286  0.617
H  11.639  0.782  -0.065
H  12.248  -0.705  -0.960
C  0.873  -2.279  -0.712
C  0.699  -0.833  -0.165
O  -0.219  -0.786  0.903
C  -0.740  0.397  1.217
O  -0.534  1.466  0.665
O  -1.777  0.136  2.080
C  -2.595  1.245  2.478
H  -0.100  -2.702  -0.960
H  1.421  -2.877  0.016
H  1.483  -2.221  -1.614
H  0.316  -0.308  -1.040
H  1.659  -0.381  0.086
H  -3.506  0.868  2.942
H  -2.909  1.972  1.729
H  -2.152  1.812  3.297
C  4.514  4.882  -1.214
C  4.001  5.304  -2.579
O  5.014  6.080  -3.184
C  4.759  6.676  -4.393
O  3.778  6.577  -5.142
O  5.907  7.243  -4.792
C  6.347  7.257  -6.192
H  5.311  4.140  -1.260
H  3.686  4.616  -0.557
H  4.948  5.647  -0.570
H  3.035  5.809  -2.574
H  3.649  4.468  -3.183
H  7.422  7.434  -6.241
H  5.915  8.084  -6.755
H  6.093  6.345  -6.733
C  2.642  1.780  6.129
C  3.397  2.738  7.091
O  4.733  2.327  7.386
C  5.716  2.635  6.587
O  5.555  3.388  5.610
O  6.769  1.895  7.042
C  7.942  1.781  6.252
H  2.838  0.768  6.485
H  3.053  1.809  5.119
H  1.577  1.960  5.989
H  2.840  2.600  8.018
H  3.194  3.720  6.664
H  7.794  1.330  5.271
H  8.751  1.273  6.778
H  8.284  2.767  5.938

- Frontier orbital gap: 10.0 eV
- E_LUMO: -0.03 eV
- HOMO energy: -10.043 eV
- Total charge: 0
- Energy above the lowest of the compared OMol25 structures with the same formula, charge and spin: 97.2 kcal per mole
- Spin multiplicity: 1


[10]
The following is a quantum chemistry calculation of an isolated molecule of C4H6O at a distorted geometry, from OMol25.

Cartesian coordinates (Å):
C  1.550  -0.242  -1.121
C  0.589  0.562  -0.873
C  -0.515  -0.304  1.243
C  -0.733  0.210  -0.195
O  2.333  -0.983  -1.509
H  0.460  1.444  -1.488
H  0.119  0.315  1.968
H  0.062  -1.300  1.238
H  -1.478  -0.285  1.803
H  -1.299  1.063  -0.176
H  -1.088  -0.481  -0.889

- Frontier orbital gap: 9.6 eV
- E_LUMO: 0.81 eV
- HOMO energy: -8.764 eV
- Total charge: 0
- Energy above the lowest of the compared OMol25 structures with the same formula, charge and spin: 23.4 kcal per mole
- Spin multiplicity: 1


[11]
The following is a quantum chemistry calculation of an isolated molecule of C4H12N2O at a distorted geometry, from OMol25.

Cartesian coordinates (Å):
C  0.493  0.093  -0.074
C  -1.829  0.330  0.675
C  0.600  -1.435  -0.050
C  1.003  0.733  1.208
N  -0.734  0.645  -0.512
N  1.511  0.696  -1.234
O  -1.126  0.074  -1.723
H  -1.928  -0.472  -1.725
H  1.937  -0.033  -1.798
H  1.021  1.283  -1.904
H  1.644  -1.699  0.107
H  0.610  0.237  2.093
H  -1.525  0.609  1.677
H  -2.128  -0.723  0.640
H  -2.664  0.969  0.396
H  0.275  -1.879  -0.989
H  0.015  -1.854  0.768
H  0.738  1.786  1.223
H  2.087  0.641  1.222

- Frontier orbital gap: 9.4 eV
- E_LUMO: 0.82 eV
- HOMO energy: -8.569 eV
- Total charge: 0
- Energy above the lowest of the compared OMol25 structures with the same formula, charge and spin: 84.9 kcal per mole
- Spin multiplicity: 1


[12]
The following is a quantum chemistry calculation of a structure of composition C10H12O2P at a distorted geometry, from OMol25.

Cartesian coordinates (Å):
C  3.212  -0.327  -0.274
C  2.681  -1.527  0.167
C  2.409  0.800  -0.282
C  1.361  -1.600  0.574
C  1.100  0.729  0.157
C  0.540  -0.474  0.579
C  -3.371  -0.510  0.540
C  -2.107  1.702  0.261
C  -0.865  -0.577  1.065
C  -2.043  0.198  0.125
O  -3.795  -1.206  -0.420
O  -3.847  -0.370  1.660
P  -2.043  -0.434  -1.623
H  4.240  -0.266  -0.606
H  3.301  -2.414  0.195
H  2.808  1.744  -0.631
H  0.963  -2.550  0.908
H  0.502  1.624  0.162
H  -1.343  2.207  -0.332
H  -2.026  2.005  1.305
H  -3.079  2.031  -0.112
H  -0.965  -0.116  2.052
H  -1.180  -1.616  1.131
H  -1.560  -1.706  -1.338
H  -0.689  -0.001  -1.902

- Frontier orbital gap: 7.4 eV
- E_LUMO: 3.25 eV
- HOMO energy: -4.164 eV
- Total charge: -1
- Energy above the lowest of the compared OMol25 structures with the same formula, charge and spin: 0.0 kcal per mole
- Spin multiplicity: 1